DFT (wB97M-V/def2-TZVPD) results for a gas-phase ion, C28H41N2O5 (charge +1).

Last columns: bonded neighbours and bond lengths (Å).
Positions of all 76 atoms, in Å:
1 C 0.43093 -2.85273 -0.80753  O14 1.349, C60 1.415, C69 1.394
2 C 0.50969 -3.08802 1.58932  C18 1.385, H58 1.077, C60 1.391
3 H -1.98093 -4.29700 2.02255  C72 1.094
4 H 0.48778 6.10667 1.08547  C45 1.087
5 H 5.49727 -1.09963 0.28247  C17 1.091
6 H 1.61435 4.91235 1.70366  C45 1.087
7 H 2.38586 2.88787 1.23385  C30 1.090
8 H -5.32159 0.25223 0.03604  C26 1.093
9 O -1.59990 -3.05241 0.40361  C60 1.355, C72 1.409
10 H -5.72352 -1.38667 -0.53278  C26 1.090
11 H 2.43903 -3.11002 2.50037  C18 1.079
12 C 2.56971 -2.89738 0.37362  C18 1.383, C48 1.505, C69 1.394
13 C -1.11476 4.59893 -0.39463  H21 1.088, C27 1.528, H40 1.087, H51 1.087
14 O -0.11523 -2.72960 -2.03536  C1 1.349, C67 1.418
15 H 5.29256 0.22283 -1.75412  C49 1.089
16 C -0.95436 1.27975 -1.31815  H31 1.078, C52 1.380, C64 1.396
17 C 4.42740 -1.26273 0.42003  H5 1.091, N23 1.486, C48 1.534, H54 1.090
18 C 1.89379 -3.02920 1.57294  C2 1.385, H11 1.079, C12 1.383
19 H -1.57471 -2.97471 -3.37087  C67 1.089
20 H 3.77182 0.03248 -2.64091  C49 1.088
21 H -0.62854 4.81059 -1.34463  C13 1.088
22 C 2.07479 0.79507 0.82855  H25 1.094, C30 1.535, C50 1.528, H76 1.092
23 N 3.67842 -0.48129 -0.59743  C17 1.486, H33 1.049, C49 1.471, C50 1.482
24 H -3.34685 -3.42072 1.28609  C72 1.088
25 H 1.27294 0.20880 0.37097  C22 1.094
26 C -5.00617 -0.79410 0.03416  H8 1.093, H10 1.090, O41 1.417, H66 1.091
27 C -0.09749 4.09238 0.62673  C13 1.528, C29 1.561, H36 1.095, C45 1.528
28 H -1.89957 0.18627 3.58342  C46 1.095
29 C 0.51003 2.73661 0.14844  C27 1.561, C30 1.550, C47 1.446, C52 1.523
30 C 1.54557 2.19617 1.16694  H7 1.090, C22 1.535, C29 1.550, H59 1.089
31 H -0.42909 1.61214 -2.19918  C16 1.078
32 O -2.26238 0.10298 -2.81634  C64 1.356, C65 1.415
33 H 2.80307 -1.03539 -0.75983  N23 1.049
34 H -3.50731 -0.16773 -4.35359  C65 1.089
35 C -2.76949 -0.04449 -0.41556  O41 1.371, C43 1.409, C64 1.402
36 H -0.61673 3.89966 1.57097  C27 1.095
37 H 3.00181 1.46171 -0.99047  C50 1.091
38 H 4.12759 1.33240 0.36792  C50 1.093
39 H -3.07146 1.49216 3.23684  C46 1.094
40 H -1.89948 3.86564 -0.56447  C13 1.087
41 O -3.76912 -0.95669 -0.63704  C26 1.417, C35 1.371
42 O -3.11103 -0.11356 1.91975  C43 1.366, C46 1.408
43 C -2.39904 0.39573 0.87115  C35 1.409, O42 1.366, C44 1.386
44 C -1.34559 1.28195 1.03497  C43 1.386, C52 1.390, H61 1.077
45 C 0.97073 5.15871 0.86291  H4 1.087, H6 1.087, C27 1.528, H55 1.088
46 C -2.90423 0.41169 3.20957  H28 1.095, H39 1.094, O42 1.408, H53 1.089
47 C 1.20554 2.98188 -1.09555  C29 1.446, N68 1.145
48 C 4.06680 -2.74997 0.31613  C12 1.505, C17 1.534, H56 1.089, H62 1.091
49 C 4.40835 -0.40175 -1.87210  H15 1.089, H20 1.088, N23 1.471, H71 1.088
50 C 3.27061 0.86175 -0.12025  C22 1.528, N23 1.482, H37 1.091, H38 1.093
51 H -1.57438 5.51570 -0.03478  C13 1.087
52 C -0.61211 1.72766 -0.05894  C16 1.380, C29 1.523, C44 1.390
53 H -3.63942 -0.07926 3.84539  C46 1.089
54 H 4.14486 -0.90379 1.40983  C17 1.090
55 H 1.58457 5.29432 -0.02514  C45 1.088
56 H 4.53580 -3.27800 1.14529  C48 1.089
57 H -2.17065 -2.51629 -1.75319  C67 1.088
58 H 0.01170 -3.20855 2.53715  C2 1.077
59 H 1.06527 2.16683 2.14436  C30 1.089
60 C -0.24655 -2.99888 0.42567  C1 1.415, C2 1.391, O9 1.355
61 H -1.09315 1.62458 2.02399  C44 1.077
62 H 4.45304 -3.17369 -0.61154  C48 1.091
63 H 2.30030 -2.78165 -1.77128  C69 1.082
64 C -2.03854 0.42273 -1.51733  C16 1.396, O32 1.356, C35 1.402
65 C -3.56351 -0.22396 -3.26711  O32 1.415, H34 1.089, H73 1.093, H75 1.091
66 H -4.96056 -1.15784 1.06167  C26 1.091
67 C -1.45119 -3.12350 -2.29945  O14 1.418, H19 1.089, H57 1.088, H74 1.092
68 N 1.82057 3.15906 -2.04473  C47 1.145
69 C 1.82386 -2.79684 -0.80009  C1 1.394, C12 1.394, H63 1.082
70 H -2.20196 -2.54590 2.32543  C72 1.093
71 H 4.71561 -1.39557 -2.19034  C49 1.088
72 C -2.30421 -3.34650 1.58829  H3 1.094, O9 1.409, H24 1.088, H70 1.093
73 H -4.30063 0.49790 -2.90716  C65 1.093
74 H -1.60218 -4.17716 -2.05477  C67 1.092
75 H -3.86275 -1.22946 -2.96716  C65 1.091
76 H 2.35832 0.29645 1.75729  C22 1.092

Computed properties:
largest force on an atom	1.00	eV/Å
HOMO level	-10.730	eV
net charge	+1
SMILES	COc1ccc(CC[N@H+](C)CCC[C@@](C#N)(c2cc(OC)c(OC)c(OC)c2)C(C)C)cc1OC
energy relative to the best compared isomer or geometry (same formula, charge and spin)	0.8	kcal/mol
frontier orbital gap	8.8	eV

***

DFT (wB97M-V/def2-TZVPD) results for C17H21N5O in the gas phase in a non-equilibrium geometry.

Last columns: bonded neighbours and bond lengths (Å).
Positions of all 44 atoms, in Å:
1 H 3.18685 4.70712 -0.83358  C43 1.091
2 H 1.38636 5.75999 0.22071  C6 1.101
3 H 2.64586 2.89764 2.70692  C26 1.122
4 H -0.52478 -2.05372 2.69218  C34 1.085
5 H -2.50187 -1.80552 0.96655  C8 1.093
6 C 2.18722 5.45920 0.91369  H2 1.101, H21 1.077, N25 1.484, C43 1.504
7 C 1.36939 2.77654 -0.58796  H15 1.081, H24 1.083, C30 1.525, C42 1.596
8 C -1.87617 -2.69682 1.05957  H5 1.093, N23 1.504, C34 1.556, C36 1.559
9 H -1.22415 1.86228 -1.02793  C41 1.086
10 H -0.88310 -4.17656 -1.68482  C38 1.101
11 H -2.25969 -4.78231 0.93947  N23 1.029
12 N -2.75622 -3.75206 -0.75351  N23 1.424, H31 1.014, C38 1.483
13 C 3.43504 1.83799 0.52659  N27 1.357, O35 1.235, C42 1.556
14 H 4.11829 4.61384 0.64592  C43 1.096
15 H 0.54187 3.46532 -0.49296  C7 1.081
16 C 1.14410 -0.97770 0.06300  H17 1.077, C22 1.406, C29 1.389
17 H 1.78394 -1.77684 0.39619  C16 1.077
18 H 0.08715 -3.35639 0.24552  C36 1.125
19 H -2.15036 -2.47964 3.17971  C34 1.088
20 H -1.52962 -2.53888 -2.02703  C38 1.104
21 H 2.73589 6.35850 1.13538  C6 1.077
22 C -0.19921 -1.27716 -0.22268  C16 1.406, C32 1.412, C36 1.511
23 N -2.69665 -3.89304 0.66204  C8 1.504, H11 1.029, N12 1.424
24 H 1.78546 2.86159 -1.58451  C7 1.083
25 N 1.61188 4.68396 2.04137  C6 1.484, C26 1.481, C33 1.335
26 C 1.91089 3.23728 1.93005  H3 1.122, N25 1.481, H37 1.112, C42 1.555
27 N 3.00575 0.57447 0.28243  C13 1.357, C29 1.413, H40 1.032
28 N 1.38009 5.58500 4.36035  C33 1.164
29 C 1.65513 0.30967 -0.03741  C16 1.389, N27 1.413, C30 1.389
30 C 0.82618 1.36457 -0.39860  C7 1.525, C29 1.389, C41 1.439
31 H -3.11626 -4.55255 -1.26052  N12 1.014
32 C -1.01766 -0.23388 -0.70809  C22 1.412, C41 1.389, H44 1.065
33 C 1.51490 5.18845 3.27384  N25 1.335, N28 1.164
34 C -1.33378 -2.75568 2.51646  H4 1.085, C8 1.556, H19 1.088, H39 1.111
35 O 4.59162 1.90927 0.95484  C13 1.235
36 C -0.75887 -2.66717 -0.02740  C8 1.559, H18 1.125, C22 1.511, C38 1.545
37 H 0.96702 2.66364 2.05949  C26 1.112
38 C -1.42899 -3.32192 -1.25597  H10 1.101, N12 1.483, H20 1.104, C36 1.545
39 H -1.00183 -3.76710 2.83572  C34 1.111
40 H 3.61803 -0.18315 0.62294  N27 1.032
41 C -0.53545 1.06739 -0.75741  H9 1.086, C30 1.439, C32 1.389
42 C 2.49796 3.08045 0.49914  C7 1.596, C13 1.556, C26 1.555, C43 1.558
43 C 3.11139 4.48722 0.23259  H1 1.091, C6 1.504, H14 1.096, C42 1.558
44 H -2.01982 -0.41950 -1.01850  C32 1.065

Computed properties:
largest force on an atom	3.30	eV/Å
HOMO level	-8.349	eV
SMILES	C[C@@H]1NNC[C@H]1c1ccc2c(c1)NC(=O)[C@@]1(CCN(C#N)C1)C2
energy relative to the best compared isomer or geometry (same formula, charge and spin)	50.0	kcal/mol
frontier orbital gap	8.9	eV

***

no.,energy (Eh)
1,-1576.966056
2,-1009.382897